81
Properties=species:S:1:pos:R:3:forces:R:3 method="wB97M-V/def2-TZVPD" gap_ev=6.904 e_homo_ev=-5.039 e_above_lowest_kcal_mol=143.9 total_charge=-1
O -4.891 -2.766 -3.412 -0.7 1.7 -0.4
P -6.370 -1.857 -3.255 -0.1 -2.3 -0.6
O -7.521 -2.792 -2.321 1.8 -0.5 -1.9
S -7.047 -1.606 -5.095 0.1 -0.2 0.5
B -5.903 -0.191 -2.395 1.8 0.4 1.6
O -5.505 -0.237 -0.946 -0.1 2.7 0.8
C -4.958 1.151 -0.779 0.6 0.1 -2.3
C -3.902 1.108 -2.034 -0.4 -0.5 0.0
C -2.518 0.481 -1.344 0.1 -0.3 -0.9
C -1.589 -0.321 -2.477 0.0 0.1 0.8
C -1.517 -1.958 -2.185 -1.2 1.4 1.4
S -0.562 -2.917 -3.483 -0.6 0.2 -0.7
C -1.709 -3.568 -4.843 -2.0 -1.5 -0.7
S -2.623 -4.977 -4.411 1.9 3.0 -1.2
N -1.812 -2.933 -6.246 -0.3 0.5 3.7
C -3.205 -3.093 -6.813 -1.7 -1.1 -0.8
C -3.585 -2.067 -8.033 -1.0 -0.1 -0.6
O -3.184 -0.667 -7.823 2.3 -1.8 -0.3
C -1.698 -0.752 -7.637 -0.3 -0.4 1.7
C -1.513 -1.455 -6.131 -0.1 1.4 -1.7
O -4.608 0.238 -3.021 1.2 0.9 1.1
H -4.299 -2.173 -3.996 -1.5 -1.1 1.4
H -7.794 -3.634 -2.814 0.7 1.9 0.7
H -6.821 0.513 -2.608 -0.7 0.6 -0.2
H -5.720 2.018 -1.078 1.1 -2.0 1.1
H -4.352 1.386 0.199 -1.6 -0.8 -1.6
H -3.741 2.089 -2.690 0.0 -1.7 2.0
H -2.854 -0.234 -0.459 0.7 1.4 -2.0
H -1.863 1.350 -0.881 -1.5 -1.6 -1.0
H -2.063 -0.060 -3.516 1.1 -0.7 1.9
H -0.472 0.092 -2.388 -2.4 -0.9 -0.5
H -0.894 -2.057 -1.174 -1.1 -0.1 -2.3
H -2.589 -2.411 -1.936 2.2 0.9 -0.9
H -3.310 -4.202 -7.237 0.2 2.5 0.9
H -4.069 -2.994 -6.004 1.9 -0.1 -1.4
H -3.152 -2.387 -9.088 -0.7 0.3 2.2
H -4.775 -2.058 -8.124 2.7 -0.1 0.3
H -1.217 -1.403 -8.493 -0.8 1.3 1.7
H -1.189 0.304 -7.551 -1.4 -1.9 -0.5
H -0.423 -1.191 -5.796 -2.2 -0.9 -0.2
H -2.360 -0.983 -5.468 1.9 -0.4 -1.1
C 4.839 -0.179 1.629 0.2 0.1 0.0
C 3.551 0.177 2.354 -0.1 -0.2 0.0
C 2.311 -0.477 1.739 -0.1 0.1 0.1
C 2.000 -0.067 0.296 0.1 0.0 -0.1
C 1.806 1.435 0.068 0.0 -0.1 -0.1
C 0.626 2.013 0.835 0.0 0.1 0.0
H 4.833 0.176 0.594 0.0 -0.1 0.1
H 5.694 0.283 2.132 0.0 -0.1 -0.1
H 4.996 -1.263 1.620 0.0 0.1 0.0
H 3.435 1.265 2.385 0.0 0.0 0.0
H 3.636 -0.154 3.396 0.0 0.1 -0.1
H 1.446 -0.256 2.376 0.1 0.0 -0.1
H 2.433 -1.568 1.769 0.0 0.1 0.0
H 1.091 -0.593 -0.025 0.1 0.1 0.0
H 2.799 -0.421 -0.365 -0.1 0.0 0.0
H 1.641 1.605 -1.003 0.1 0.0 0.1
H 2.717 1.983 0.329 0.0 -0.1 0.0
H -0.304 1.506 0.557 0.1 0.0 0.1
H 0.514 3.076 0.606 -0.1 -0.1 0.1
H 0.761 1.918 1.916 0.0 0.0 -0.1
C 4.391 1.161 9.449 0.2 0.0 0.1
C 4.265 2.440 8.636 -0.2 0.0 0.0
C 3.375 2.285 7.400 0.0 0.1 -0.1
C 3.870 1.279 6.356 0.0 -0.1 0.0
C 5.272 1.547 5.800 -0.1 -0.1 0.0
C 5.382 2.870 5.058 0.1 0.1 0.0
H 4.866 0.360 8.874 -0.1 0.0 0.1
H 5.004 1.339 10.338 -0.1 -0.1 0.0
H 3.408 0.810 9.781 0.1 0.0 -0.1
H 5.261 2.793 8.350 0.0 0.0 0.0
H 3.835 3.218 9.277 0.1 0.0 -0.1
H 3.253 3.268 6.930 0.0 -0.1 0.0
H 2.370 1.980 7.722 0.1 0.0 0.0
H 3.156 1.265 5.523 0.1 0.0 0.1
H 3.850 0.269 6.783 0.0 0.1 0.0
H 5.531 0.738 5.107 0.0 0.0 0.1
H 6.016 1.513 6.603 -0.1 0.0 0.0
H 4.675 2.908 4.223 0.0 0.0 0.1
H 6.391 2.992 4.653 -0.1 0.1 0.0
H 5.185 3.721 5.717 0.0 0.0 -0.1